1.
The following is a DFT calculation (ωB97M-V with the def2-TZVPD basis set) of an isolated ion of composition C5H11NO2 and charge -2.

2S+1: 1
HOMO level (eV): 1.0
LUMO level (eV): 6.823
ΔE to the lowest compared entry with this formula, charge and spin (kcal/mol): 44.0
Max |F| (eV Å⁻¹): 2.86
SMILES string: CN[C@H](C[O-])CC[O-]
Total charge: -2

```
19
Properties=species:S:1:pos:R:3:forces:R:3
H -0.2666 1.4163 1.8489 0.271 0.378 -0.482
O -1.4126 -1.6982 2.3126 -0.066 0.763 0.323
C -0.2921 -1.4944 1.5585 -1.497 -2.195 -0.894
C 0.6413 0.1360 -0.2647 -1.897 -0.716 -2.022
H -0.1388 1.6454 -1.1849 0.068 0.806 0.490
H 0.5568 -1.0160 2.0858 0.107 0.238 -0.074
H 0.1308 -0.9739 -2.2631 0.471 0.360 1.141
N 0.2948 1.5891 -0.2497 0.337 -1.283 0.377
H 1.8282 -0.9524 -1.7504 0.447 -0.101 -0.017
H -1.5836 1.6474 0.7140 -0.030 -0.268 0.379
H -0.7202 -1.5383 -0.6583 0.400 -0.664 0.145
H 0.0102 -2.5326 1.2324 1.082 0.106 0.307
O 1.0350 0.7735 -2.6484 0.496 0.190 -0.189
H 1.5130 0.0222 0.3475 0.595 -0.425 0.423
H -1.4723 -0.3351 0.2294 -0.127 0.487 0.131
C -0.5346 1.9274 0.9080 -1.326 0.348 -1.197
C -0.5162 -0.8464 0.1478 0.677 1.505 1.500
H -0.6362 3.0268 0.9988 0.612 -0.208 0.369
C 0.9447 -0.2780 -1.8092 -0.621 0.680 -0.708
```
Forces are in eV/Å.

2.
The following is a DFT calculation (ωB97M-V with the def2-TZVPD basis set) of a 5-piece molecular cluster, C23H46N2O14PS overall.

2S+1: 1
HOMO level (eV): -12.4
LUMO level (eV): -4.569
Max |F| (eV Å⁻¹): 7.17
Total charge: +1

```
87
Properties=species:S:1:pos:R:3:forces:R:3
H 2.2154 -0.1887 4.5366 1.360 0.793 -0.173
H 0.2118 4.1340 -0.9289 -1.265 1.677 -0.690
H 4.6274 -5.3503 -2.8518 -0.083 0.146 0.240
H -8.7831 5.5300 -0.5059 0.163 0.328 -0.136
H -2.3337 3.8610 -2.3454 0.664 0.380 2.167
H -5.4191 -0.9406 -6.2779 0.172 0.158 0.024
O -3.3751 -0.8099 -4.3797 0.562 -0.884 -1.053
C -4.5006 -0.6408 -6.7915 -0.467 0.418 -0.239
O 5.6626 -3.9059 4.4988 0.464 -0.956 -1.275
H 6.9297 -5.8365 -1.9099 -0.134 0.031 0.061
C -6.3485 7.6565 -0.3296 -0.013 -0.075 0.334
H 2.0025 -1.7081 -1.2479 0.197 -0.069 0.102
C 6.5342 -6.5686 5.9778 -0.314 0.082 -0.024
C -1.5434 1.5789 -0.5675 -1.978 -0.138 -0.570
O 4.0404 -3.0723 -1.9488 -0.961 -0.955 1.278
H -7.4151 6.4727 2.0701 -0.065 -0.143 -0.129
O 2.5725 -3.4377 -0.2225 0.111 -0.341 -0.711
O 2.7141 2.8330 2.8194 -1.776 -3.941 2.083
H -4.6931 -0.6308 -7.8680 0.240 -0.230 0.220
C 4.7737 -5.6797 -1.8184 0.829 -0.292 -0.366
C -2.1715 3.0279 -0.1146 0.310 0.261 0.191
H -1.5075 3.4031 0.8026 -1.537 -0.765 -1.899
H -9.0649 6.8658 1.6068 -0.005 -0.195 -0.100
C -0.1839 -0.1480 2.7559 -2.599 2.519 -4.776
H -8.6150 5.1733 1.9339 0.003 0.098 -0.089
H -2.0383 -3.6756 -1.9320 0.013 -0.025 -0.115
H 8.4121 -6.4074 4.9516 -0.191 0.111 -0.325
N -0.9102 0.9663 0.6679 4.085 0.022 1.781
O -5.4934 7.1031 0.3458 -1.003 0.635 -0.963
O 5.5680 -4.6875 2.3428 0.474 0.017 0.908
H -2.5311 -0.4100 1.7820 2.458 1.088 -0.374
H 6.9995 -6.7716 6.9465 -0.015 0.015 -0.141
H -0.1158 -0.7591 3.7518 0.039 1.443 -2.309
C 4.5372 -3.7368 2.0870 -0.184 0.363 -0.283
H -0.6256 -3.3114 -3.9268 -0.181 0.108 -0.318
H -2.8099 -4.4199 -3.3548 0.197 0.074 0.077
H 4.6421 -6.7653 -1.8027 -0.275 0.228 0.199
O -2.1041 -2.5740 -5.1229 -0.520 0.921 -0.251
C -2.5035 -3.4727 -2.9007 -0.324 0.102 -0.013
C -2.0874 4.2046 -1.2530 -0.026 1.001 0.796
H -4.9127 10.3883 -1.3299 -0.294 -0.255 0.055
C 6.0257 -4.6725 3.6190 -0.035 -0.042 0.589
C 6.1644 -5.3349 -1.3110 0.023 0.287 0.154
H -1.2587 -1.7566 -3.3928 -0.193 -0.011 -0.169
H -0.7787 1.6282 -1.4549 -1.264 -0.044 2.010
H 6.3449 -4.2561 -1.3558 -0.042 -0.154 -0.128
C 7.4949 -5.8228 5.0661 0.109 -0.228 0.720
H 2.3958 3.0518 3.7548 0.578 -0.006 -1.557
S 3.8778 0.5541 1.2700 -1.809 0.792 1.862
C -7.9172 5.9286 0.0302 -0.261 -0.415 0.474
H -0.4527 5.5954 -2.0797 0.148 -1.333 1.987
H 5.6217 -5.9887 6.1492 0.210 0.013 0.017
C 0.5164 1.4276 0.8736 -4.207 -4.360 3.843
H 1.1686 2.1623 0.2379 -1.429 -1.709 1.392
H -2.8883 5.0482 -0.9907 1.606 -2.011 -0.519
C -0.6048 4.9519 -1.1134 -1.245 -0.285 -0.021
C -1.5428 -2.7268 -3.8123 0.033 -0.278 0.519
H -3.4161 -2.8927 -2.7293 0.185 0.005 -0.010
H -4.9347 9.8391 0.3582 0.096 -0.173 -0.133
C -4.9756 9.5080 -0.6840 0.481 0.361 0.031
N 0.9031 0.7139 2.1515 -2.754 0.572 -1.301
H -4.1303 8.8518 -0.9149 -0.206 0.045 0.173
H -3.2602 2.8426 0.2764 2.087 0.419 -0.797
C -8.2758 6.1160 1.4953 0.195 0.203 0.174
H -7.0993 5.2125 -0.0972 0.036 0.264 0.023
O -7.5960 7.1870 -0.5774 1.123 0.424 -0.107
O 6.9337 -5.6700 3.7556 -0.681 1.000 -0.465
H -0.6354 5.6499 -0.1678 0.100 -1.373 -1.920
H 4.3447 -3.7268 1.0105 0.381 -0.290 0.629
C -3.0121 -1.5765 -5.2594 -0.261 -0.010 0.122
H 6.2278 -7.5159 5.5236 0.197 0.053 0.060
C 2.2684 -2.0452 -0.2408 0.073 0.326 -0.105
H 3.6187 -4.0366 2.6006 0.117 0.118 -0.017
H -4.1986 0.3666 -6.4875 -0.072 -0.257 0.084
H 1.4095 -1.8771 0.4149 0.101 -0.312 0.034
C -1.4500 0.0350 1.7307 5.785 1.502 1.292
C 3.5083 -3.8083 -1.1311 0.737 -0.134 -0.828
O 3.7692 -5.1273 -0.9572 -0.773 1.284 -0.020
H 6.2784 -5.6327 -0.2643 -0.032 -0.119 -0.145
O -3.4698 -1.5915 -6.5357 0.659 -0.072 1.182
H 4.8391 -2.7294 2.3909 -0.037 -0.201 0.140
O 2.9805 0.3898 4.2341 -3.322 0.813 -2.762
P 2.5761 1.0675 2.6773 4.325 1.370 -0.193
O -6.2201 8.8611 -0.9386 -0.218 -1.133 0.379
H 3.1174 -1.4738 0.1467 -0.290 -0.229 -0.326
H -2.4035 0.8365 -0.9032 1.823 1.625 0.617
H 7.7790 -4.8526 5.4857 -0.210 -0.054 -0.175
```
Forces are in eV/Å.